(1)
The following is a DFT calculation (ωB97M-V/def2-TZVPD) of a structure of composition C20H39Cl5N6OSi4TeZn.

## Properties
LUMO level in eV: 0.07
Strongest force on any atom in hartree/bohr: 0.011
Energy relative to the best compared isomer or geometry (same formula, charge and spin) in kJ/mol: 37.8

Geometry as ORCA input:
```
! wB97M-V def2-TZVPD RIJCOSX def2/J DEFGRID3
* xyz 0 1
H -1.75 0.21 5.50
C -3.17 -2.61 5.74
H 2.50 1.69 4.96
H 3.41 -1.07 2.59
H -3.30 -0.74 2.22
H -3.70 -3.52 5.49
N 2.36 0.69 3.10
C 1.21 -5.89 3.61
H -1.61 -5.05 6.31
C -0.83 -5.65 5.85
H -4.00 -1.56 -2.26
H -0.39 -0.93 5.50
H -0.73 0.05 4.07
H 4.02 0.42 1.84
C 1.23 -3.44 5.43
C -3.65 -6.02 3.28
H -3.66 -3.08 0.61
H -4.51 -4.59 0.29
C 2.05 0.80 4.51
C -0.85 1.80 1.89
Si 0.13 -4.69 4.55
H -0.77 3.83 1.93
Cl -2.00 3.31 -1.96
H -1.30 -6.53 5.41
C -4.08 -3.97 1.08
Te 0.44 -2.77 1.38
O -0.84 0.79 -1.17
H -4.30 -5.43 3.93
Si -2.78 -4.93 2.02
H -4.06 -0.13 3.70
H -4.28 -6.75 2.76
H 0.61 -6.63 3.08
Si -1.25 -3.50 3.07
C 1.64 1.37 -3.77
H 0.60 2.46 3.17
C -0.60 2.57 -2.67
H -1.37 -5.41 0.05
H -2.21 3.19 1.34
H -2.95 -6.56 3.91
H -2.25 1.02 0.88
C 0.08 3.19 -3.71
H 2.45 -0.08 5.02
C -1.18 -0.49 4.89
H -2.43 -2.86 6.51
N -1.41 3.05 1.94
H -2.54 -6.71 0.34
N 0.37 1.72 2.53
H 0.98 0.80 4.67
Si -2.34 -1.82 4.25
H 4.30 0.13 3.55
C -0.19 1.33 -2.13
C -1.99 -1.73 -1.49
N -1.41 0.77 1.39
Cl 2.05 3.35 -5.57
H -4.51 -1.71 3.06
H -4.89 -3.65 1.74
H -0.15 -5.99 6.63
N 1.48 0.47 0.92
Cl -0.48 4.70 -4.31
H -3.88 -1.91 6.18
C 1.44 0.90 2.13
H 1.82 -5.37 2.87
C -1.85 -6.01 0.82
Cl 1.48 -0.78 -2.11
H 0.66 -2.84 6.14
H -1.07 -6.59 1.31
H 1.69 -2.78 4.70
C -3.68 -1.02 3.20
H 1.87 -6.42 4.30
C 3.58 0.00 2.74
H 2.26 -0.17 0.78
Zn -0.30 -0.64 0.15
C 1.21 2.59 -4.27
H 2.02 -3.96 5.99
C 0.96 0.76 -2.73
Cl 3.04 0.61 -4.44
N -3.07 -1.65 -1.91
*
```

Atom charges from the Löwdin analysis, given in e for atoms 1 to 8: 0.045 -0.215 0.093 0.082 -0.003 0.017 -0.137 -0.226

(2)
The following is a DFT calculation (ωB97M-V/def2-TZVPD) of a cluster of 2 separate species, C20H39F3N3O5PS2 in total in a non-equilibrium geometry.

## Properties
LUMO level in eV: -1.09
Strongest force on any atom in hartree/bohr: 0.111

Geometry as ORCA input:
```
! wB97M-V def2-TZVPD RIJCOSX def2/J DEFGRID3
* xyz 0 1
C 1.90 1.47 3.12
H 0.96 -3.51 0.80
P 0.30 0.92 -2.70
H 2.93 0.19 0.45
C 0.98 -2.85 2.80
S 0.91 2.52 -1.35
F 4.23 0.65 -5.38
H 2.61 1.61 3.92
C 2.36 -2.20 2.75
C -4.12 -2.10 2.83
H -0.87 4.48 -0.76
H -4.34 -3.01 3.32
H 0.29 2.75 0.74
H -3.81 4.56 -0.78
C -3.32 4.13 -1.64
H -1.98 2.54 -2.06
C -3.35 -3.13 0.67
H 2.92 1.36 -1.47
H -3.16 -0.50 0.28
C -1.89 -3.13 0.32
H -1.58 -2.17 -0.01
C -1.28 3.56 -0.36
H -0.93 -4.58 1.50
H -4.09 3.67 -2.21
H -2.81 4.88 -2.22
H -0.60 2.47 -3.78
H 0.34 -2.34 3.49
C 1.35 0.08 3.25
H -2.96 2.30 -0.70
C -1.05 -3.51 1.51
C -3.50 -0.75 1.26
F 4.36 0.72 -7.54
H 2.65 -1.96 1.74
H -3.78 1.03 2.33
C 3.54 0.45 -6.52
S 2.87 -1.26 -6.62
O 1.58 0.27 -3.15
H -0.82 0.28 -0.98
O 4.04 -2.08 -6.56
C 2.25 1.01 0.57
C 0.33 -2.92 1.44
H -3.97 -3.10 -0.21
N -0.64 -0.01 -1.93
C 2.42 -0.95 3.60
H -4.57 -0.58 4.23
O 2.16 -1.26 -7.87
H 1.14 2.22 3.26
H 3.72 1.72 1.94
O -0.39 1.55 -3.95
H 0.31 -1.92 1.03
O 2.02 -1.31 -5.43
C -3.82 -0.03 2.28
H -1.67 3.80 0.61
H 3.07 -2.87 3.18
C 2.45 1.90 -0.66
N -3.66 -2.04 1.57
H 0.65 0.11 4.07
H -3.55 -4.04 1.20
H 3.40 -0.51 3.57
C -4.23 -0.91 3.28
F 2.56 1.37 -6.54
H 1.12 -3.85 3.17
C 2.66 1.79 1.82
H 2.26 -1.28 4.61
N -0.20 2.57 -0.12
H -1.50 -3.18 2.43
H -1.69 -3.78 -0.51
C -2.38 3.04 -1.21
H 1.34 -0.36 -3.87
H 3.04 2.76 -0.47
H 1.23 0.69 0.59
H 2.48 2.83 1.61
H 0.78 -0.26 2.41
*
```

Atom charges from the Löwdin analysis, given in e for atoms 1 to 8: -0.191 0.121 0.268 0.120 -0.209 1.060 0.097 0.108

(3)
The following is a DFT calculation (ωB97M-V/def2-TZVPD) of a structure of composition C20H39N4O4P2Sn in a non-equilibrium geometry.

## Properties
LUMO level in eV: -2.13
Strongest force on any atom in hartree/bohr: 0.026
Energy relative to the best compared isomer or geometry (same formula, charge and spin) in kJ/mol: 28.7

Geometry as ORCA input:
```
! wB97M-V def2-TZVPD RIJCOSX def2/J DEFGRID3
* xyz 1 1
H -1.51 -4.25 1.31
N 0.19 -0.19 -2.44
C 3.02 3.62 2.06
C 2.82 1.34 1.08
H 2.15 -0.82 0.09
H -2.32 -2.63 4.08
P -1.94 -1.90 1.77
C 4.98 4.34 3.16
H 1.17 2.15 3.80
H -0.58 2.29 4.00
C 0.27 1.64 4.15
H -2.02 -0.20 4.31
P 0.08 0.11 3.16
C 1.62 -0.77 3.62
H 1.79 2.75 -3.00
H 1.26 0.65 -4.06
H 1.26 -2.00 0.81
H -0.64 -2.83 3.59
H -0.95 -0.91 -4.07
C -1.49 -2.15 3.55
H -2.92 -3.68 0.41
H 1.28 -1.75 -3.34
C -2.28 0.02 -2.65
H 5.35 1.14 2.06
C 4.90 2.10 2.25
C -3.61 -1.17 2.00
H 2.22 -0.62 -2.34
C -2.41 -3.64 1.38
O 1.55 1.52 1.09
N -2.61 -0.13 -1.24
N 1.26 -1.35 0.02
O 5.85 5.14 3.84
H 0.26 -2.67 -1.24
H 7.88 4.84 3.66
H -1.15 -1.77 -2.53
H -3.53 -0.11 2.23
C 1.28 -1.17 -2.41
C 1.20 -2.11 -1.22
H -0.72 -0.98 5.21
O 6.82 3.08 3.47
C 5.56 3.09 2.93
H 1.76 -0.72 4.70
C -1.03 -0.79 -2.98
N 0.41 2.52 -1.38
H 2.15 1.48 -1.82
H 1.56 -1.81 3.32
H 7.12 4.21 5.17
C 3.70 4.63 2.73
H 3.26 5.60 2.91
H -3.10 -0.31 -3.31
H 2.46 -0.30 3.12
C 1.35 1.98 -2.36
H -4.19 -1.28 1.09
H -3.06 -4.05 2.14
H 2.03 -2.82 -1.30
H -0.26 1.45 -3.67
H 0.93 3.08 -0.71
H -2.97 -1.06 -1.08
C 3.60 2.38 1.81
H -2.11 1.09 -2.83
O 3.37 0.39 0.53
H -3.36 0.51 -0.99
H -0.25 3.14 -1.84
Sn -0.27 0.49 0.23
C 6.99 4.34 4.08
H -4.14 -1.68 2.82
H 0.37 1.40 5.21
H 2.01 3.79 1.72
C 0.61 0.97 -3.24
C -1.13 -0.83 4.21
*
```

Atom charges from the Löwdin analysis, given in e for atoms 1 to 8: 0.035 -0.226 -0.037 -0.622 0.051 0.086 0.755 -0.197

Question: LUMO level of number 3 (C20H39N4O4P2Sn)?
Answer: -2.13 eV